1.
{"formula": "C21H26N4O3", "method": "ωB97M-V/def2-TZVPD", "smiles": "COC(=O)c1ccc(CN2CCC(n3nccc3NC(=O)C3CC3)CC2)cc1", "fmax_ha_per_bohr": 0.0185, "elements": ["C", "O", "C", "O", "C", "C", "C", "C", "C", "N", "C", "C", "C", "N", "N", "C", "C", "C", "N", "C", "O", "C", "C", "C", "C", "C", "C", "C", "H", "H", "H", "H", "H", "H", "H", "H", "H", "H", "H", "H", "H", "H", "H", "H", "H", "H", "H", "H", "H", "H", "H", "H", "H", "H"], "coordinates": [[-6.798, -2.444, 0.817], [-5.869, -1.381, 0.681], [-5.134, -1.389, -0.444], [-5.245, -2.241, -1.293], [-4.196, -0.247, -0.519], [-3.420, -0.101, -1.667], [-2.541, 0.957, -1.782], [-2.416, 1.891, -0.758], [-1.403, 3.006, -0.852], [-0.087, 2.665, -0.332], [-0.087, 2.360, 1.089], [1.344, 2.273, 1.617], [2.203, 1.291, 0.823], [1.836, -0.082, 1.103], [0.744, -0.387, 1.798], [0.657, -1.702, 1.820], [1.718, -2.283, 1.124], [2.465, -1.205, 0.683], [3.624, -1.242, -0.098], [4.799, -0.598, 0.170], [4.931, 0.185, 1.088], [5.916, -0.889, -0.773], [6.158, -2.261, -1.348], [5.680, -1.164, -2.236], [2.057, 1.591, -0.673], [0.584, 1.617, -1.074], [-3.195, 1.738, 0.386], [-4.078, 0.684, 0.509], [-7.310, -2.283, 1.763], [-6.279, -3.405, 0.821], [-7.510, -2.435, -0.011], [-3.526, -0.828, -2.458], [-1.952, 1.068, -2.681], [-1.756, 3.875, -0.289], [-1.272, 3.302, -1.897], [-0.605, 3.170, 1.609], [-0.603, 1.413, 1.306], [1.813, 3.255, 1.542], [1.316, 1.972, 2.663], [3.252, 1.411, 1.120], [-0.155, -2.182, 2.330], [1.922, -3.323, 0.969], [3.652, -2.013, -0.750], [6.792, -0.306, -0.514], [5.483, -3.063, -1.086], [7.184, -2.585, -1.436], [4.663, -1.186, -2.598], [6.374, -0.732, -2.940], [2.592, 0.849, -1.267], [2.494, 2.570, -0.869], [0.505, 1.841, -2.141], [0.133, 0.625, -0.893], [-3.114, 2.462, 1.184], [-4.680, 0.575, 1.397]], "atomic_forces_ev_per_a": [[-0.191, -0.354, -0.133], [0.232, 0.332, 0.061], [-0.166, -0.311, -0.137], [-0.004, 0.089, 0.118], [0.223, 0.266, -0.025], [-0.173, -0.165, 0.109], [-0.031, 0.083, 0.075], [-0.062, -0.005, 0.021], [0.070, 0.025, 0.007], [0.019, 0.163, -0.059], [0.030, 0.068, 0.216], [-0.254, -0.256, -0.010], [0.380, 0.863, -0.110], [0.402, -0.573, -0.228], [-0.555, 0.157, 0.588], [0.181, 0.050, -0.209], [0.243, 0.186, -0.139], [-0.240, -0.400, 0.301], [-0.248, -0.237, -0.229], [0.230, 0.044, -0.011], [0.085, -0.089, 0.032], [0.251, 0.165, 0.059], [0.031, -0.109, -0.008], [-0.006, 0.034, -0.131], [-0.198, -0.192, 0.016], [0.299, 0.021, -0.087], [0.039, 0.053, -0.118], [-0.086, -0.170, -0.073], [0.035, 0.004, -0.043], [-0.074, 0.069, 0.014], [0.043, -0.022, 0.096], [-0.012, -0.053, -0.057], [0.067, 0.018, -0.086], [-0.034, -0.016, -0.079], [-0.073, 0.025, 0.046], [-0.045, -0.003, 0.023], [-0.005, 0.256, -0.010], [0.048, -0.002, -0.004], [0.052, 0.062, 0.042], [-0.356, -0.056, -0.065], [-0.187, -0.062, 0.111], [0.118, -0.204, -0.024], [0.002, 0.175, 0.021], [-0.061, -0.061, -0.036], [-0.109, -0.007, 0.027], [0.063, 0.042, 0.011], [-0.096, -0.018, 0.066], [0.084, 0.025, 0.015], [0.048, 0.007, -0.002], [0.042, 0.027, -0.025], [-0.038, -0.063, 0.002], [0.006, 0.038, -0.087], [0.025, 0.079, 0.085], [-0.044, 0.003, 0.064]], "nbo_charge": [-0.26, -0.51, 0.78, -0.60, -0.18, -0.16, -0.17, -0.02, -0.23, -0.44, -0.24, -0.40, -0.07, -0.16, -0.28, -0.05, -0.36, 0.30, -0.63, 0.69, -0.60, -0.33, -0.40, -0.40, -0.40, -0.23, -0.22, -0.15, 0.19, 0.19, 0.19, 0.23, 0.20, 0.20, 0.20, 0.19, 0.21, 0.21, 0.23, 0.26, 0.21, 0.22, 0.40, 0.25, 0.21, 0.23, 0.22, 0.23, 0.21, 0.22, 0.20, 0.18, 0.21, 0.23]}


2.
{"formula": "C4H7NOS", "method": "ωB97M-V/def2-TZVPD", "smiles": "OC[C@@H]1C=CSN1", "fmax_ha_per_bohr": 0.0812, "elements": ["O", "C", "C", "C", "C", "S", "N", "H", "H", "H", "H", "H", "H", "H"], "coordinates": [[2.318, -1.231, 0.238], [1.562, -0.084, 0.369], [0.076, 0.005, -0.535], [-0.646, 1.161, -0.010], [-1.919, 0.970, 0.227], [-2.342, -0.731, 0.148], [-0.712, -1.173, -0.334], [1.742, -1.991, 0.454], [1.188, 0.186, 1.343], [2.119, 0.891, 0.087], [0.304, 0.129, -1.650], [-0.140, 2.012, 0.343], [-2.753, 1.698, 0.392], [-0.795, -1.844, -1.072]], "atomic_forces_ev_per_a": [[-0.416, -0.430, 0.072], [-2.120, 2.790, -2.268], [3.990, -0.668, -0.492], [-0.058, 0.231, 0.132], [-2.150, -0.165, -0.039], [-0.219, -0.127, -0.421], [-1.072, -0.363, 1.376], [0.327, 0.553, -0.100], [-0.016, -0.695, 0.974], [-0.307, -1.920, -0.035], [0.053, 0.006, 1.318], [0.582, 1.311, -0.371], [1.157, -0.710, 0.428], [0.248, 0.185, -0.573]], "nbo_charge": [-0.70, -0.05, -0.10, -0.27, -0.35, 0.40, -0.77, 0.48, 0.15, 0.17, 0.19, 0.23, 0.25, 0.39]}


3.
{"formula": "C6H16ClGaN2O4", "method": "ωB97M-V/def2-TZVPD", "fmax_ha_per_bohr": 0.0045, "charge": 2, "elements": ["Ga", "C", "N", "C", "C", "C", "N", "C", "C", "H", "H", "H", "H", "H", "H", "H", "H", "H", "H", "H", "H", "H", "H", "H", "H", "O", "Cl", "O", "O", "O"], "coordinates": [[-0.728, 0.160, -0.570], [1.481, -0.933, -2.068], [1.189, -0.080, -0.870], [1.878, 1.245, -1.027], [1.603, -0.766, 0.402], [0.862, -0.169, 1.598], [-0.623, -0.150, 1.352], [-1.243, -1.492, 1.628], [-1.297, 0.890, 2.198], [2.554, -1.117, -2.117], [1.161, -0.407, -2.965], [0.950, -1.881, -1.991], [2.951, 1.073, -1.109], [1.683, 1.886, -0.168], [1.518, 1.731, -1.930], [2.680, -0.663, 0.543], [1.385, -1.829, 0.287], [1.175, 0.858, 1.784], [1.071, -0.750, 2.496], [-1.125, -1.721, 2.687], [-0.757, -2.270, 1.039], [-2.304, -1.456, 1.383], [-1.109, 0.661, 3.246], [-2.367, 0.870, 2.007], [-0.901, 1.876, 1.963], [-3.419, 1.103, -2.973], [-2.424, 0.955, -2.027], [-2.764, 1.234, -0.635], [-1.918, -0.514, -1.903], [-1.161, 1.657, -2.262]], "atomic_forces_ev_per_a": [[0.153, -0.017, -0.164], [-0.007, -0.021, -0.031], [0.007, 0.076, 0.029], [0.038, 0.023, -0.007], [0.004, 0.031, 0.031], [0.027, -0.036, -0.022], [-0.100, -0.036, -0.026], [0.002, -0.032, 0.034], [-0.011, 0.036, 0.027], [0.002, 0.001, 0.007], [0.002, 0.011, 0.007], [0.011, -0.004, 0.015], [-0.002, -0.016, 0.003], [-0.004, -0.008, 0.006], [-0.003, -0.007, -0.003], [0.000, 0.005, -0.026], [-0.005, -0.006, 0.015], [0.008, 0.006, 0.000], [-0.019, 0.006, 0.008], [0.005, 0.013, 0.002], [0.005, 0.007, 0.000], [0.002, 0.008, -0.001], [0.010, -0.013, -0.003], [0.000, -0.010, -0.006], [0.012, -0.005, -0.001], [0.090, -0.012, 0.075], [-0.177, 0.046, -0.138], [-0.028, 0.073, 0.021], [-0.033, -0.039, 0.025], [0.013, -0.080, 0.123]], "nbo_charge": [2.02, -0.42, -0.62, -0.43, -0.26, -0.26, -0.62, -0.44, -0.42, 0.25, 0.25, 0.24, 0.25, 0.23, 0.26, 0.27, 0.24, 0.24, 0.27, 0.26, 0.23, 0.25, 0.25, 0.25, 0.24, -0.58, 2.46, -0.76, -0.88, -0.77]}


no.,lowest unoccupied orbital energy (hartree)
1,0.0228
2,0.0252
3,-0.3031